# 1
14
Properties=species:S:1:pos:R:3:nbo_charge:R:1 method="wB97M-V/def2-TZVPD" spin_multiplicity=1 relative_energy_kj_mol=6.3 energy_ev=-9847.214 charge=0 homo_lumo_gap_ha=0.3969
C -1.52372 -0.90772 0.12468 -0.6274
C -0.39003 -0.25421 -0.64156 0.0866
C 0.00581 1.14991 -0.11974 -0.2371
N 1.26558 0.86657 0.52467 -0.6503
C 1.71851 -0.40745 0.26479 0.8773
O 2.75439 -0.90198 0.62179 -0.6021
O 0.78193 -1.06179 -0.47073 -0.4940
H -1.24962 -0.99560 1.18154 0.2175
H -1.70536 -1.91201 -0.26825 0.2265
H -2.44665 -0.32411 0.04532 0.2132
H -0.61113 -0.22543 -1.71302 0.1890
H -0.73318 1.52493 0.59878 0.1956
H 0.10366 1.88406 -0.92849 0.1936
H 1.96916 1.57355 0.65972 0.4116



# 2
72
Properties=species:S:1:pos:R:3:lowdin_charge:R:1 method="wB97M-V/def2-TZVPD" spin_multiplicity=1 relative_energy_kj_mol=45.2 energy_ev=-89943.684 charge=+2 homo_lumo_gap_ha=0.2532
Hf 0.09910 -0.16830 -0.22430 0.9819
C -1.13490 2.29960 1.93370 -0.1570
C 0.39230 2.43990 1.94350 -0.1724
N 1.06410 1.13000 1.82270 -0.1737
C 1.23100 0.44400 3.12250 -0.2607
C -0.03300 -0.21410 3.67280 -0.3836
S -0.95870 -1.17210 2.40120 0.8190
C -2.59010 -0.34900 2.35380 -0.4059
C -2.78070 0.62000 1.18140 -0.2709
N -1.57480 1.40770 0.84170 -0.1495
H -1.57650 3.29570 1.84310 0.1438
H -1.46950 1.89160 2.88380 0.0992
H 0.67980 2.95170 2.86780 0.1369
H 0.70400 3.07050 1.10780 0.0997
H 2.01740 1.31580 1.49920 0.0598
H 1.59770 1.14430 3.88370 0.1375
H 1.99100 -0.33370 2.99570 0.0747
H -0.71920 0.49230 4.13060 0.0760
H 0.26200 -0.93270 4.43630 0.0895
H -2.74280 0.12570 3.32140 0.0858
H -3.31940 -1.15580 2.26160 0.0927
H -3.62610 1.27440 1.43240 0.1399
H -3.04260 0.04770 0.28360 0.0684
H -1.84130 2.00560 0.05660 0.1046
C -2.01420 -3.79950 -2.54200 -0.1033
C -1.05450 -2.73310 -2.10000 -0.7421
S -1.55570 -1.96590 -0.57420 0.6049
C 0.07040 -2.41500 -2.75670 -0.7325
C 0.52340 -3.10980 -4.00460 -0.0936
S 1.22620 -1.17590 -2.22250 0.5395
H -2.93960 -3.70210 -1.98140 0.0624
H -1.60830 -4.79160 -2.35180 0.0965
H -2.23870 -3.72250 -3.60310 0.0851
H -0.30350 -3.59290 -4.51630 0.0788
H 1.26690 -3.86730 -3.75490 0.0958
H 0.99500 -2.39680 -4.67770 0.0759
C 2.62300 -3.05480 2.68880 -0.2822
Sb 2.02120 -2.26630 0.76750 1.2175
C 3.97560 -2.37490 -0.12130 -0.2846
C 1.28570 -4.17610 0.10340 -0.2599
H 3.08080 -4.01980 2.51590 0.0204
H 1.77250 -3.19060 3.34690 0.0067
H 3.35160 -2.41020 3.16680 0.0100
H 4.35850 -3.38010 0.02460 0.0204
H 4.63610 -1.66720 0.37150 0.0092
H 3.92490 -2.14860 -1.18170 -0.0086
H 2.13270 -4.85850 0.03840 0.0273
H 0.79920 -4.09850 -0.86440 -0.0159
H 0.56880 -4.54740 0.83360 0.0242
C 3.85090 2.83420 -0.49480 -0.3238
S 2.73650 1.47460 -1.00800 0.6804
C 2.80230 1.75560 -2.79480 -0.3641
H 4.82160 2.67910 -0.95840 0.0555
H 3.95950 2.81340 0.58470 0.0374
H 3.43400 3.78540 -0.81540 0.0464
H 2.55630 2.79300 -3.00110 0.0460
H 2.08080 1.09190 -3.26000 -0.0156
H 3.79930 1.52090 -3.15290 0.0569
S -2.50550 1.44340 -4.03960 1.1702
C -1.74520 0.55650 -2.80090 -0.4652
N -0.93660 1.20980 -1.99820 -0.1038
C -0.86720 2.54020 -2.37510 -0.3224
C -0.08640 3.53760 -1.78810 -0.0521
C -0.14410 4.81680 -2.29980 -0.0521
C -0.97120 5.13000 -3.38020 -0.0465
C -1.74750 4.16130 -3.98100 -0.0536
C -1.68450 2.86840 -3.47540 -0.4352
H -1.92410 -0.50580 -2.71530 0.0389
H 0.57330 3.29020 -0.96900 0.0552
H 0.46430 5.59360 -1.86330 0.1155
H -0.99810 6.14040 -3.75480 0.1206
H -2.38130 4.38780 -4.82420 0.1237